# C2H6FNS

C2H6FNS in the gas phase at a distorted geometry (ωB97M-V/def2-TZVPD, the OMol25 dataset).

```
11
Properties=species:S:1:pos:R:3:forces:R:3
C -0.333800 -0.279998 -0.424905 0.744 -2.246 0.488
C 0.618308 0.867388 -0.231013 -2.694 -0.504 2.242
N 0.549053 -1.575662 -0.923477 -2.486 0.286 -0.154
F 1.622647 -1.942177 -0.073959 0.085 1.021 0.682
S -0.305585 2.153919 0.723701 0.685 0.859 -1.550
H -1.160362 -0.091036 -1.172205 1.226 -0.503 0.548
H -0.812797 -0.417103 0.579060 0.289 -0.623 -0.912
H 1.438677 0.529164 0.328085 1.299 -0.186 0.579
H 0.855350 1.311071 -1.101018 1.250 1.435 -3.009
H 0.006161 -2.457729 -0.760395 -0.063 1.354 -0.473
H -0.472764 1.367197 1.720329 -0.335 -0.894 1.559
```
Positions in Å, forces in eV/Å.

Its orbital gap is 10.3 eV. As for the SMILES: FNCCS. The energy above the lowest of the compared OMol25 structures with the same formula, charge and spin comes out at 261.0 kJ/mol. Its LUMO energy is 0.94 eV. Its multiplicity is 1.

---

# CH5PS2

CH5PS2 in the gas phase at a distorted geometry (ωB97M-V/def2-TZVPD, the OMol25 dataset).

```
9
Properties=species:S:1:pos:R:3:forces:R:3
C -1.439070 0.535385 0.264647 2.653 -3.387 -0.919
P 0.589015 -0.023407 -0.555512 -2.030 -0.485 0.032
S 1.902668 1.384309 -0.530492 -0.154 0.164 0.063
S 1.087008 -1.715572 0.603193 -2.105 -1.022 -0.054
H -1.080129 1.091777 1.087090 0.238 0.600 0.832
H -1.922193 1.073768 -0.484681 -0.728 0.967 -1.111
H -1.963472 -0.419579 0.536911 0.659 0.997 -0.260
H 0.675546 -0.836259 -1.778608 -0.932 1.186 0.595
H 2.150626 -1.090426 0.857453 2.399 0.979 0.823
```
Positions in Å, forces in eV/Å.

Its orbital gap is 9.2 eV. As for the SMILES: C[P@@H](=S)S. The energy above the lowest of the compared OMol25 structures with the same formula, charge and spin comes out at 147.1 kJ/mol. Its LUMO energy is 0.22 eV. Its multiplicity is 1.

---

# C5H9BrO2S

2 unconnected molecules or ions with the total composition C5H9BrO2S at a distorted geometry (ωB97M-V/def2-TZVPD, the OMol25 dataset).

```
18
Properties=species:S:1:pos:R:3:forces:R:3
C -0.097437 -0.080883 0.369934 0.381 -1.399 -1.398
C -3.082462 -1.074516 0.196312 2.414 3.645 -0.563
C 4.404469 1.936839 0.180061 -1.201 -0.893 -1.571
C -1.784251 -1.821234 0.196803 -0.259 -2.032 -0.521
C 3.957341 0.724751 -0.632350 -0.347 1.056 0.327
O -0.286508 0.146293 1.510207 -0.750 0.354 1.556
O -0.676068 -1.101941 -0.333655 1.041 1.729 -0.738
S 1.283358 0.858055 -0.353717 -0.751 0.044 1.174
Br 4.502703 -0.820741 0.221499 0.254 -0.621 0.157
H -3.497618 -0.803580 -0.777528 0.615 0.073 -0.110
H -3.856187 -1.472841 0.682371 -2.770 -2.628 2.004
H -2.950497 -0.154777 0.828650 0.067 -0.338 -0.917
H 4.839919 2.466813 -0.711406 0.396 0.161 1.381
H 3.545627 2.530889 0.538894 0.155 -0.191 -0.538
H 4.948853 1.624787 1.048644 1.043 0.528 0.234
H -1.872771 -2.697994 -0.495870 0.226 0.732 0.460
H -1.504781 -2.267035 1.155495 -0.187 0.452 0.155
H 1.322611 0.603346 -1.626604 -0.327 -0.671 -1.094
```
Positions in Å, forces in eV/Å.

Its orbital gap is 8.1 eV. The energy above the lowest of the compared OMol25 structures with the same formula, charge and spin comes out at 278.8 kJ/mol. Its LUMO energy is -0.45 eV. Its multiplicity is 1.

---

# C33H74N3O8Ti2

A molecular structure, C33H74N3O8Ti2 at a distorted geometry (ωB97M-V/def2-TZVPD, the OMol25 dataset).

```
120
Properties=species:S:1:pos:R:3:forces:R:3
Ti -15.419010 4.818400 -31.560120 1.132 0.448 0.803
Ti -13.524230 5.701050 -27.476470 0.005 -0.083 -0.743
C -5.783290 -1.025800 -34.625570 -0.706 -0.786 -0.430
C -7.098880 -1.774890 -34.224920 0.664 0.759 1.799
C -7.163600 -1.802650 -32.627340 0.058 0.081 -0.421
C -8.538120 -2.227960 -32.037270 0.154 1.403 0.951
N -8.725890 -2.053530 -30.466630 -0.821 -0.687 0.560
C -8.026460 -3.207760 -29.736350 0.225 -0.038 -0.654
C -8.825990 -3.609940 -28.499450 1.294 0.520 0.718
C -10.131090 -2.862020 -28.530620 -0.414 0.936 -1.814
C -10.197500 -2.403920 -30.074930 -0.206 -0.452 1.293
C -8.299160 -0.630280 -29.867270 -0.411 -1.119 -1.897
C -8.978320 0.552750 -30.598410 0.276 0.083 0.878
C -8.426750 1.873090 -30.034740 -0.262 0.937 -0.201
H -5.843750 -0.674660 -35.655690 -0.143 0.083 0.016
H -4.924070 -1.696490 -34.623320 0.037 0.064 0.378
H -5.612450 -0.161020 -33.984420 0.069 -0.090 0.002
H -7.145050 -2.794850 -34.606550 -0.017 0.149 -0.166
H -7.945430 -1.186720 -34.579190 -0.150 -0.201 -0.104
H -6.871580 -0.809490 -32.286110 -0.692 0.431 -0.074
H -6.288490 -2.327840 -32.244650 -0.291 -0.905 -0.010
H -8.859920 -3.243200 -32.269290 0.268 -0.001 0.156
H -9.306370 -1.548410 -32.406170 0.047 -0.056 -0.312
H -6.991280 -2.949800 -29.512810 -0.101 0.139 -0.155
H -8.034840 -4.062740 -30.412390 0.172 0.278 -0.293
H -8.217600 -3.281600 -27.656740 -0.248 -0.342 0.351
H -8.903830 -4.696690 -28.467560 -0.201 0.146 0.059
H -10.154270 -1.980250 -27.890280 0.259 0.037 -0.062
H -10.979960 -3.455940 -28.191840 -0.067 -0.042 -0.537
H -10.955570 -1.645580 -30.270770 0.566 0.522 0.004
H -10.508930 -3.261350 -30.671530 0.371 -0.115 -0.122
H -7.221420 -0.620680 -30.029980 -0.022 0.132 0.100
H -8.497780 -0.664930 -28.796080 -0.166 0.003 -0.149
H -10.056860 0.542960 -30.441050 -0.088 -0.177 0.091
H -8.830120 0.574540 -31.678060 0.287 -0.524 0.010
H -8.435560 2.661810 -30.787040 0.142 -0.227 -0.373
H -7.400310 1.857430 -29.668300 -0.035 -0.321 0.082
H -9.060820 2.350530 -29.287680 0.109 -0.575 0.472
O -14.197760 4.562980 -29.509370 0.947 -0.721 -0.108
C -13.078140 3.708660 -29.857430 0.414 0.801 0.528
C -11.960810 3.375920 -28.760490 -0.096 -0.180 -0.053
O -11.441380 4.398550 -27.968380 -0.983 0.911 0.014
H -12.560740 4.136870 -30.715930 0.523 0.716 -0.018
H -13.384650 2.788940 -30.355690 -0.528 -0.558 0.441
H -11.133800 2.894050 -29.281980 0.262 0.001 -1.020
H -12.189370 2.542810 -28.095810 -1.179 -0.314 0.208
N -13.083290 4.913480 -33.831280 0.029 0.013 0.517
C -12.819260 5.890680 -32.914350 -2.073 1.037 -0.608
C -13.953860 6.765040 -32.950100 1.511 -0.222 0.429
C -14.850180 6.303120 -33.935850 0.345 -2.422 0.573
C -14.322970 5.064050 -34.390440 -0.737 1.238 0.239
H -12.434960 4.156380 -33.994260 -0.486 -0.246 -0.239
H -11.889980 5.888430 -32.364040 -0.171 0.230 -0.005
H -14.108950 7.683990 -32.404320 0.357 -0.070 0.123
H -15.834770 6.693040 -34.147830 0.152 0.071 -0.203
H -14.818950 4.338820 -35.018500 0.535 -0.004 -0.189
N -9.053870 5.222240 -29.437900 0.989 0.062 -0.218
C -8.095590 5.880210 -28.699770 -2.053 0.247 0.809
C -7.272310 6.499270 -29.575060 2.607 0.298 1.205
C -7.540740 6.038950 -30.845570 -0.055 -0.064 -1.412
C -8.672070 5.297480 -30.742250 -1.314 -0.480 -0.875
H -9.900220 4.810040 -29.072000 -0.316 -0.093 0.368
H -8.246430 5.940590 -27.632070 0.333 0.100 -0.051
H -6.380720 7.061110 -29.338810 -0.138 0.083 0.267
H -6.914290 6.162750 -31.716560 -0.320 0.268 -0.068
H -9.309700 4.931610 -31.533430 0.064 -0.309 0.050
C -8.952180 3.747660 -23.902820 0.707 0.541 -0.816
C -9.381090 4.371170 -25.223300 -1.313 1.483 0.863
O -9.360300 3.504330 -26.277160 0.627 -2.047 -1.152
H -9.085480 4.423390 -23.058000 -0.052 0.026 -0.093
H -7.883070 3.622210 -24.074160 0.177 -0.447 0.600
H -9.416440 2.784950 -23.688940 -0.088 0.096 -0.202
H -8.814800 5.251170 -25.528290 0.667 0.289 0.739
H -10.400870 4.756000 -25.230490 -0.412 0.299 0.908
H -10.066490 3.834120 -26.837620 -0.430 -0.251 -1.032
C -14.189810 -1.703340 -30.503550 -1.005 0.368 -0.800
C -14.351530 -0.179180 -30.539700 0.427 -0.559 1.185
O -13.219580 0.288190 -29.791580 0.308 -0.025 -0.279
H -14.926880 -2.140180 -31.177360 -0.017 -0.136 -0.125
H -14.421000 -2.118060 -29.522390 0.349 0.206 0.085
H -13.208610 -2.014150 -30.862360 0.060 0.076 0.150
H -15.260230 0.119080 -30.016820 -0.189 -0.094 0.011
H -14.412360 0.261360 -31.534850 0.279 -0.218 -0.161
H -13.265290 1.236480 -29.649270 -0.161 0.104 0.075
C -14.178510 3.408110 -23.685480 -0.853 0.120 0.363
C -12.951630 3.296770 -24.561400 -0.669 -0.843 2.865
O -13.078440 4.177970 -25.595780 -0.202 1.267 -2.167
H -14.274320 4.359830 -23.162830 0.300 0.148 -0.123
H -14.246240 2.638260 -22.916820 0.301 -0.133 -0.073
H -15.086220 3.319130 -24.282340 -0.002 -0.099 -0.145
H -12.882830 2.248780 -24.853060 0.318 -0.018 -0.489
H -12.094410 3.579920 -23.950580 0.373 -0.295 -0.033
H -12.351420 3.999590 -26.196800 0.787 0.049 -0.740
C -12.323990 1.269910 -32.893680 -0.877 -0.673 -0.050
C -11.449350 1.779540 -33.969260 1.657 0.683 -0.457
O -12.170640 2.308760 -35.070940 -0.648 0.249 0.333
H -11.720120 0.849710 -32.089400 -0.116 0.024 0.064
H -13.008490 0.507840 -33.266250 0.081 -0.178 0.001
H -12.958830 2.061560 -32.495730 0.101 0.135 0.114
H -10.691810 1.093200 -34.347650 -0.280 -0.747 0.040
H -10.806580 2.524990 -33.501030 0.047 0.720 -0.007
H -11.606800 2.863960 -35.614480 0.240 -0.169 -0.138
C -15.869160 1.307200 -27.115800 1.010 -0.560 -0.142
C -16.080800 2.792050 -27.030880 -1.232 -1.057 0.555
O -16.367110 3.245510 -28.318080 -0.179 0.580 -0.493
H -16.817120 0.813050 -27.328590 0.146 -0.124 0.022
H -15.376570 0.872200 -26.246190 -0.295 -0.028 0.298
H -15.175030 1.134480 -27.938270 0.003 -0.259 -0.193
H -15.251670 3.310340 -26.549210 -0.066 0.157 -0.006
H -17.012190 2.869200 -26.469920 0.186 0.789 0.485
H -15.539030 3.607280 -28.642120 0.425 0.485 -0.695
C -12.055380 7.673290 -29.787010 0.657 1.391 -0.623
C -11.102890 8.129260 -28.683810 -1.227 -1.048 -0.359
O -11.455610 7.258130 -27.635390 -0.494 -0.729 2.468
H -13.086520 7.871800 -29.494700 -0.074 -0.247 0.072
H -11.864740 6.615970 -29.970930 -0.172 -0.039 -0.061
H -11.858990 8.249660 -30.691080 -0.096 -0.112 -0.355
H -11.331880 9.092110 -28.227080 0.281 0.283 -0.707
H -10.066090 8.010200 -28.998410 0.114 0.208 0.220
H -11.166020 6.345740 -27.708130 0.806 -0.447 -0.709
```
Positions in Å, forces in eV/Å.

As for the net charge: +1. Its orbital gap (spin up / spin down) is 4.2 / 7.8 eV. Its LUMO energy (spin up / spin down) is -2.05 / -2.13 eV. As for the expectation value of S²: 12.003. Its multiplicity is 7.

---

| no. | electronic energy (eV) |
| --- | --- |
| 1 | -17211.0727 |
| 2 | -32076.5318 |
| 3 | -90299.4738 |
| 4 | -102487.3152 |